*a*
Molecular formula: C40H50N10
Method: DFT, wB97M-V/def2-TZVPD

Results
Total charge: 0
SMILES string: c1cc[nH]c1.c1cc[nH]c1.c1cc[nH]c1.c1cc[nH]c1.c1cc[nH]c1.c1cc[nH]c1.c1cc[nH]c1.c1cc[nH]c1.c1cc[nH]c1.c1cc[nH]c1
HOMO-LUMO gap (eV): 8.69
HOMO energy (eV): -8.2

Bonds (Å) are listed after each position.
CARTESIAN COORDINATES (ANGSTROEM)
1 C 1.39 -0.22 0.44  C2 1.653, C5 1.333, H6 1.140
2 C 0.97 -0.73 -1.07  C1 1.653, C3 1.289, H7 1.035
3 C -0.24 -1.08 -0.81  C2 1.289, N4 1.413, H8 1.033
4 N -0.73 -0.87 0.50  C3 1.413, C5 1.374, H9 1.135
5 C 0.35 -0.45 1.24  C1 1.333, N4 1.374, H10 1.205
6 H 2.44 0.14 0.71  C1 1.140
7 H 1.36 -0.59 -2.02  C2 1.035
8 H -1.02 -1.42 -1.40  C3 1.033
9 H -1.77 -1.03 0.93  N4 1.135
10 H 0.13 -0.17 2.39  C5 1.205
11 C 5.55 0.27 -0.55  C12 1.537, C15 1.394, H16 1.021
12 C 5.29 -1.01 -1.36  C11 1.537, C13 1.345, H17 1.005
13 C 6.48 -1.48 -1.76  C12 1.345, N14 1.318, H18 1.119
14 N 7.42 -0.79 -1.13  C13 1.318, C15 1.431, H19 1.116
15 C 6.94 0.39 -0.48  C11 1.394, N14 1.431, H20 1.108
16 H 4.83 0.87 -0.16  C11 1.021
17 H 4.46 -1.42 -1.75  C12 1.005
18 H 6.69 -2.42 -2.32  C13 1.119
19 H 8.49 -1.10 -1.11  N14 1.116
20 H 7.70 0.95 0.10  C15 1.108
21 C 2.36 -0.49 5.38  C22 1.493, C25 1.322, H26 1.078
22 C 0.87 -0.53 5.51  C21 1.493, C23 1.318, H27 1.233
23 C 0.39 -1.44 4.70  C22 1.318, N24 1.356, H28 1.111
24 N 1.48 -2.02 4.15  C23 1.356, C25 1.404, H29 0.934
25 C 2.70 -1.51 4.63  C21 1.322, N24 1.404, H30 1.112
26 H 3.01 0.06 6.05  C21 1.078
27 H 0.00 0.20 6.00  C22 1.233
28 H -0.68 -1.74 4.57  C23 1.111
29 H 1.49 -2.47 3.33  N24 0.934
30 H 3.63 -2.12 4.53  C25 1.112
31 C -3.06 3.15 0.55  C32 1.553, C35 1.369, H36 1.087
32 C -2.05 2.44 -0.40  C31 1.553, C33 1.350, H37 0.934
33 C -2.47 2.65 -1.66  C32 1.350, N34 1.462, H38 1.157
34 N -3.75 3.33 -1.48  C33 1.462, C35 1.428, H39 1.032
35 C -3.98 3.85 -0.17  C31 1.369, N34 1.428, H40 1.149
36 H -3.27 3.31 1.61  C31 1.087
37 H -1.26 1.98 -0.24  C32 0.934
38 H -2.11 2.37 -2.73  C33 1.157
39 H -4.15 3.67 -2.36  N34 1.032
40 H -4.98 4.38 0.07  C35 1.149
41 C 0.80 -5.33 2.82  C42 1.457, C45 1.361, H46 1.128
42 C 2.19 -4.98 2.56  C41 1.457, C43 1.282, H47 1.175
43 C 2.29 -3.98 1.76  C42 1.282, N44 1.321, H48 1.055
44 N 1.05 -3.53 1.66  C43 1.321, C45 1.398, H49 0.942
45 C 0.08 -4.28 2.33  C41 1.361, N44 1.398, H50 1.057
46 H 0.31 -6.20 3.34  C41 1.128
47 H 3.09 -5.68 2.84  C42 1.175
48 H 3.09 -3.38 1.42  C43 1.055
49 H 0.78 -2.80 1.13  N44 0.942
50 H -0.96 -4.13 2.16  C45 1.057
51 C -0.86 -0.25 -4.38  C52 1.578, C55 1.419, H56 1.077
52 C -2.20 -0.02 -5.19  C51 1.578, C53 1.353, H57 1.157
53 C -2.00 0.95 -6.11  C52 1.353, N54 1.434, H58 1.154
54 N -0.68 1.45 -5.85  C53 1.434, C55 1.422, H59 1.069
55 C 0.05 0.72 -4.86  C51 1.419, N54 1.422, H60 1.096
56 H -0.47 -0.96 -3.67  C51 1.077
57 H -3.00 -0.85 -5.32  C52 1.157
58 H -2.67 1.53 -6.86  C53 1.154
59 H -0.29 2.28 -6.39  N54 1.069
60 H 1.10 0.91 -4.65  C55 1.096
61 C -3.46 -2.55 -2.63  C62 1.453, C65 1.427, H66 1.025
62 C -4.40 -3.46 -2.00  C61 1.453, C63 1.314, H67 1.009
63 C -5.51 -2.80 -1.80  C62 1.314, N64 1.329, H68 1.001
64 N -5.47 -1.52 -2.14  C63 1.329, C65 1.421, H69 1.085
65 C -4.17 -1.32 -2.69  C61 1.427, N64 1.421, H70 0.923
66 H -2.56 -2.82 -3.04  C61 1.025
67 H -3.93 -4.32 -1.75  C62 1.009
68 H -6.35 -3.31 -1.57  C63 1.001
69 H -6.27 -0.81 -1.98  N64 1.085
70 H -3.78 -0.51 -2.93  C65 0.923
71 C 1.79 3.39 -3.15  C72 1.580, C75 1.327, H76 1.083
72 C 3.23 3.52 -2.53  C71 1.580, C73 1.391, H77 1.046
73 C 3.08 3.26 -1.17  C72 1.391, N74 1.458, H78 0.975
74 N 1.67 2.94 -1.01  C73 1.458, C75 1.385, H79 0.931
75 C 0.93 3.14 -2.17  C71 1.327, N74 1.385, H80 0.995
76 H 1.58 3.44 -4.22  C71 1.083
77 H 4.22 3.64 -2.86  C72 1.046
78 H 3.54 3.29 -0.32  C73 0.975
79 H 1.35 2.65 -0.18  N74 0.931
80 H -0.05 3.18 -2.05  C75 0.995
81 C 0.53 2.89 3.26  C82 1.506, C85 1.401, H86 1.062
82 C 2.02 2.68 3.13  C81 1.506, C83 1.339, H87 1.073
83 C 2.48 3.58 2.25  C82 1.339, N84 1.486, H88 1.152
84 N 1.28 4.26 1.69  C83 1.486, C85 1.442, H89 0.984
85 C 0.06 3.77 2.28  C81 1.401, N84 1.442, H90 1.099
86 H -0.01 2.23 3.89  C81 1.062
87 H 2.61 2.10 3.81  C82 1.073
88 H 3.49 3.80 1.74  C83 1.152
89 H 1.47 5.01 1.08  N84 0.984
90 H -0.89 4.27 2.04  C85 1.099
91 C -4.04 -1.58 2.70  C92 1.503, C95 1.305, H96 1.096
92 C -4.04 -0.14 2.29  C91 1.503, C93 1.344, H97 0.979
93 C -4.01 -0.20 0.95  C92 1.344, N94 1.394, H98 1.080
94 N -4.26 -1.51 0.54  C93 1.394, C95 1.435, H99 1.175
95 C -4.18 -2.38 1.67  C91 1.305, N94 1.435, H100 1.115
96 H -4.05 -2.02 3.71  C91 1.096
97 H -3.90 0.64 2.86  C92 0.979
98 H -3.94 0.55 0.18  C93 1.080
99 H -4.41 -1.77 -0.60  N94 1.175
100 H -4.22 -3.49 1.61  C95 1.115

Mulliken population analysis, charges in e, atoms 1 to 99: atom 1 (C): 0.756, atom 2 (C): -0.189, atom 3 (C): -0.924, atom 4 (N): 1.233, atom 5 (C): -1.369, atom 6 (H): 0.211, atom 7 (H): 0.562, atom 8 (H): 0.328, atom 9 (H): -0.416, atom 10 (H): -0.148, atom 11 (C): -0.273, atom 12 (C): -0.564, atom 13 (C): -0.514, atom 14 (N): -0.063, atom 15 (C): -0.792, atom 16 (H): 0.618, atom 17 (H): 0.652, atom 18 (H): 0.341, atom 19 (H): 0.282, atom 20 (H): 0.332, atom 21 (C): -0.833, atom 22 (C): -0.139, atom 23 (C): -0.375, atom 24 (N): 0.212, atom 25 (C): -0.498, atom 26 (H): 0.537, atom 27 (H): 0.229, atom 28 (H): 0.329, atom 29 (H): 0.443, atom 30 (H): 0.374, atom 31 (C): -0.854, atom 32 (C): -0.025, atom 33 (C): -0.856, atom 34 (N): -0.121, atom 35 (C): -0.541, atom 36 (H): 0.511, atom 37 (H): 1.160, atom 38 (H): 0.236, atom 39 (H): 0.247, atom 40 (H): 0.309, atom 41 (C): -0.605, atom 42 (C): -0.282, atom 43 (C): -0.783, atom 44 (N): -0.257, atom 45 (C): -0.483, atom 46 (H): 0.355, atom 47 (H): 0.251, atom 48 (H): 0.624, atom 49 (H): 0.420, atom 50 (H): 0.540, atom 51 (C): 0.253, atom 52 (C): -0.537, atom 53 (C): -0.597, atom 54 (N): -0.032, atom 55 (C): -0.956, atom 56 (H): 0.480, atom 57 (H): 0.314, atom 58 (H): 0.315, atom 59 (H): 0.265, atom 60 (H): 0.495, atom 61 (C): -0.261, atom 62 (C): -0.589, atom 63 (C): -0.975, atom 64 (N): -0.153, atom 65 (C): -1.271, atom 66 (H): 0.726, atom 67 (H): 0.529, atom 68 (H): 0.486, atom 69 (H): 0.324, atom 70 (H): 1.376, atom 71 (C): -0.743, atom 72 (C): -1.013, atom 73 (C): -0.363, atom 74 (N): 0.583, atom 75 (C): -0.464, atom 76 (H): 0.516, atom 77 (H): 0.480, atom 78 (H): 0.491, atom 79 (H): 0.101, atom 80 (H): 0.386, atom 81 (C): -0.646, atom 82 (C): -0.176, atom 83 (C): -0.802, atom 84 (N): -0.060, atom 85 (C): -0.491, atom 86 (H): 0.540, atom 87 (H): 0.542, atom 88 (H): 0.361, atom 89 (H): 0.222, atom 90 (H): 0.525, atom 91 (C): -0.731, atom 92 (C): -0.508, atom 93 (C): -0.782, atom 94 (N): -0.269, atom 95 (C): -0.534, atom 96 (H): 0.399, atom 97 (H): 0.742, atom 98 (H): 0.359, atom 99 (H): 0.542


*b*
Molecular formula: C40H50N10
Method: DFT, wB97M-V/def2-TZVPD

Results
Total charge: 0
SMILES string: c1cc[nH]c1.c1cc[nH]c1.c1cc[nH]c1.c1cc[nH]c1.c1cc[nH]c1.c1cc[nH]c1.c1cc[nH]c1.c1cc[nH]c1.c1cc[nH]c1.c1cc[nH]c1
HOMO-LUMO gap (eV): 8.12
HOMO energy (eV): -7.5

Bonds (Å) are listed after each position.
CARTESIAN COORDINATES (ANGSTROEM)
1 C -2.09 -31.23 27.16  C2 1.561, C5 1.516, H6 1.083
2 C -1.55 -31.88 28.47  C1 1.561, C3 1.470, H7 1.186
3 C -2.72 -32.05 29.34  C2 1.470, N4 1.467, H8 0.983
4 N -3.90 -31.67 28.55  C3 1.467, C5 1.279, H9 1.030
5 C -3.59 -31.31 27.37  C1 1.516, N4 1.279, H10 1.181
6 H -1.71 -31.17 26.14  C1 1.083
7 H -0.39 -32.05 28.67  C2 1.186
8 H -2.87 -32.36 30.26  C3 0.983
9 H -4.78 -31.67 29.09  N4 1.030
10 H -4.41 -31.21 26.52  C5 1.181
11 C -9.26 -35.00 32.04  C12 1.561, C15 1.494, H16 1.124
12 C -8.20 -36.13 32.25  C11 1.561, C13 1.421, H17 1.028
13 C -8.80 -36.88 33.30  C12 1.421, N14 1.500, H18 1.124
14 N -10.17 -36.34 33.57  C13 1.500, C15 1.368, H19 1.084
15 C -10.50 -35.25 32.83  C11 1.494, N14 1.368, H20 1.261
16 H -9.15 -34.00 31.53  C11 1.124
17 H -7.29 -36.05 31.78  C12 1.028
18 H -8.27 -37.69 33.87  C13 1.124
19 H -10.79 -36.66 34.40  N14 1.084
20 H -11.71 -34.89 32.96  C15 1.261
21 C -10.30 -29.79 31.73  C22 1.481, C25 1.436, H26 1.173
22 C -9.67 -30.98 32.36  C21 1.481, C23 1.507, H27 0.965
23 C -10.26 -30.87 33.74  C22 1.507, N24 1.385, H28 1.078
24 N -11.18 -29.84 33.85  C23 1.385, C25 1.361, H29 0.986
25 C -11.05 -29.08 32.73  C21 1.436, N24 1.361, H30 1.111
26 H -10.15 -29.37 30.65  C21 1.173
27 H -9.00 -31.51 31.92  C22 0.965
28 H -9.96 -31.75 34.29  C23 1.078
29 H -11.66 -29.41 34.60  N24 0.986
30 H -11.69 -28.18 32.67  C25 1.111
31 C -4.02 -35.63 31.48  C32 1.574, C35 1.518, H36 1.137
32 C -3.95 -36.99 32.26  C31 1.574, C33 1.482, H37 1.009
33 C -3.17 -37.87 31.35  C32 1.482, N34 1.320, H38 1.119
34 N -2.84 -37.17 30.28  C33 1.320, C35 1.372, H39 1.035
35 C -3.24 -35.86 30.19  C31 1.518, N34 1.372, H40 0.962
36 H -4.53 -34.63 31.64  C31 1.137
37 H -4.40 -37.15 33.15  C32 1.009
38 H -2.89 -38.95 31.37  C33 1.119
39 H -2.50 -37.64 29.43  N34 1.035
40 H -3.30 -35.18 29.52  C35 0.962
41 C -6.23 -31.53 31.17  C42 1.464, C45 1.631, H46 1.088
42 C -6.66 -30.52 30.19  C41 1.464, C43 1.456, H47 1.184
43 C -7.16 -31.22 29.01  C42 1.456, N44 1.397, H48 1.121
44 N -7.01 -32.59 29.25  C43 1.397, C45 1.423, H49 1.152
45 C -6.56 -33.00 30.54  C41 1.631, N44 1.423, H50 1.228
46 H -5.82 -31.28 32.14  C41 1.088
47 H -6.68 -29.35 30.07  C42 1.184
48 H -7.30 -30.85 27.96  C43 1.121
49 H -7.35 -33.46 28.58  N44 1.152
50 H -6.53 -34.13 31.01  C45 1.228
51 C -5.24 -26.77 26.05  C52 1.517, C55 1.474, H56 1.065
52 C -6.34 -27.02 27.06  C51 1.517, C53 1.411, H57 1.134
53 C -7.56 -26.69 26.43  C52 1.411, N54 1.415, H58 0.993
54 N -7.29 -26.35 25.08  C53 1.415, C55 1.335, H59 1.059
55 C -5.98 -26.44 24.82  C51 1.474, N54 1.335, H60 1.044
56 H -4.19 -26.57 26.12  C51 1.065
57 H -6.18 -27.22 28.16  C52 1.134
58 H -8.43 -26.57 26.89  C53 0.993
59 H -8.05 -25.97 24.45  N54 1.059
60 H -5.63 -26.25 23.86  C55 1.044
61 C -7.70 -31.61 23.87  C62 1.464, C65 1.491, H66 1.121
62 C -8.92 -31.30 24.62  C61 1.464, C63 1.504, H67 1.067
63 C -8.66 -30.06 25.42  C62 1.504, N64 1.382, H68 1.062
64 N -7.46 -29.51 25.01  C63 1.382, C65 1.457, H69 0.864
65 C -6.73 -30.58 24.33  C61 1.491, N64 1.457, H70 1.055
66 H -7.63 -32.32 23.01  C61 1.121
67 H -9.77 -31.92 24.41  C62 1.067
68 H -9.44 -29.57 25.95  C63 1.062
69 H -7.15 -28.72 25.14  N64 0.864
70 H -5.74 -30.44 23.99  C65 1.055
71 C -6.31 -32.89 34.49  C72 1.493, C75 1.516, H76 1.116
72 C -5.18 -33.88 34.58  C71 1.493, C73 1.486, H77 1.047
73 C -4.13 -33.28 35.45  C72 1.486, N74 1.400, H78 1.047
74 N -4.64 -32.08 35.96  C73 1.400, C75 1.381, H79 1.049
75 C -5.87 -31.76 35.40  C71 1.516, N74 1.381, H80 1.090
76 H -7.31 -33.25 34.15  C71 1.116
77 H -4.92 -34.82 34.23  C72 1.047
78 H -3.17 -33.61 35.69  C73 1.047
79 H -4.29 -31.34 36.62  N74 1.049
80 H -6.45 -30.97 35.88  C75 1.090
81 C -4.22 -26.67 30.87  C82 1.580, C85 1.482, H86 1.183
82 C -3.52 -26.34 29.50  C81 1.580, C83 1.504, H87 1.124
83 C -3.15 -27.74 29.08  C82 1.504, N84 1.389, H88 1.159
84 N -3.71 -28.69 29.92  C83 1.389, C85 1.367, H89 1.225
85 C -4.39 -28.14 30.97  C81 1.482, N84 1.367, H90 1.090
86 H -4.84 -26.01 31.63  C81 1.183
87 H -3.32 -25.33 29.05  C82 1.124
88 H -2.44 -28.03 28.21  C83 1.159
89 H -3.99 -29.84 29.63  N84 1.225
90 H -4.88 -28.67 31.78  C85 1.090
91 C -8.92 -35.09 28.16  C92 1.576, C95 1.410, H96 1.081
92 C -7.45 -35.63 28.39  C91 1.576, C93 1.589, H97 1.099
93 C -6.69 -34.90 27.20  C92 1.589, N94 1.341, H98 1.145
94 N -7.70 -34.30 26.55  C93 1.341, C95 1.401, H99 1.081
95 C -9.04 -34.39 26.95  C91 1.410, N94 1.401, H100 1.071
96 H -9.78 -35.44 28.71  C91 1.081
97 H -6.99 -36.35 29.07  C92 1.099
98 H -5.58 -34.70 26.98  C93 1.145
99 H -7.49 -33.67 25.70  N94 1.081
100 H -9.82 -33.94 26.36  C95 1.071

Mulliken population analysis, charges in e, atoms 1 to 99: atom 1 (C): -0.932, atom 2 (C): -0.767, atom 3 (C): -0.827, atom 4 (N): 0.458, atom 5 (C): -0.031, atom 6 (H): 0.427, atom 7 (H): 0.276, atom 8 (H): 0.835, atom 9 (H): 0.529, atom 10 (H): 0.127, atom 11 (C): 0.231, atom 12 (C): -0.384, atom 13 (C): -0.815, atom 14 (N): -0.050, atom 15 (C): -0.743, atom 16 (H): 0.320, atom 17 (H): 0.556, atom 18 (H): 0.339, atom 19 (H): 0.277, atom 20 (H): 0.259, atom 21 (C): -0.725, atom 22 (C): 0.351, atom 23 (C): -0.904, atom 24 (N): -0.056, atom 25 (C): -0.331, atom 26 (H): 0.214, atom 27 (H): 0.573, atom 28 (H): 0.367, atom 29 (H): 0.217, atom 30 (H): 0.318, atom 31 (C): 0.430, atom 32 (C): -0.927, atom 33 (C): -0.509, atom 34 (N): 0.001, atom 35 (C): -1.279, atom 36 (H): 0.319, atom 37 (H): 0.554, atom 38 (H): 0.344, atom 39 (H): 0.272, atom 40 (H): 0.788, atom 41 (C): -0.984, atom 42 (C): 0.278, atom 43 (C): -0.816, atom 44 (N): -0.109, atom 45 (C): 0.954, atom 46 (H): -0.011, atom 47 (H): 0.203, atom 48 (H): 0.383, atom 49 (H): 0.335, atom 50 (H): -0.588, atom 51 (C): -0.342, atom 52 (C): 0.597, atom 53 (C): -1.690, atom 54 (N): 0.004, atom 55 (C): -0.805, atom 56 (H): 0.515, atom 57 (H): 0.289, atom 58 (H): 0.557, atom 59 (H): 0.246, atom 60 (H): 0.454, atom 61 (C): -0.771, atom 62 (C): -0.480, atom 63 (C): -0.761, atom 64 (N): 0.160, atom 65 (C): -0.473, atom 66 (H): 0.386, atom 67 (H): 0.594, atom 68 (H): 0.434, atom 69 (H): 0.560, atom 70 (H): 0.541, atom 71 (C): -0.149, atom 72 (C): -0.117, atom 73 (C): -0.838, atom 74 (N): -0.042, atom 75 (C): -0.759, atom 76 (H): 0.294, atom 77 (H): 0.493, atom 78 (H): 0.477, atom 79 (H): 0.255, atom 80 (H): 0.420, atom 81 (C): -0.434, atom 82 (C): -0.563, atom 83 (C): -0.282, atom 84 (N): 0.207, atom 85 (C): -0.343, atom 86 (H): 0.243, atom 87 (H): 0.321, atom 88 (H): 0.322, atom 89 (H): 0.158, atom 90 (H): 0.401, atom 91 (C): -0.347, atom 92 (C): -0.481, atom 93 (C): -0.391, atom 94 (N): 0.050, atom 95 (C): -0.422, atom 96 (H): 0.466, atom 97 (H): 0.515, atom 98 (H): 0.320, atom 99 (H): 0.072


Pick *a*: it beats the second-best structure by 0.2031 hartree.